57
Properties=species:S:1:pos:R:3:forces:R:3:nbo_charge:R:1 method="wB97M-V/def2-TZVPD" gap_ev=6.39 lumo_energy_ev=-0.4 de_lowest_kj_mol=0.0
Pt -1.948 0.018 0.267 0.01 -0.30 0.15 0.545
O -4.374 4.570 -0.012 0.00 0.00 -0.01 -0.714
C -4.295 3.796 -1.152 0.00 0.00 0.00 0.368
C -4.397 4.352 -2.416 0.00 0.01 0.00 -0.321
C -4.306 3.532 -3.532 0.00 0.00 0.00 -0.187
C -4.116 2.168 -3.379 0.00 0.01 0.00 -0.239
C -4.019 1.626 -2.104 0.00 -0.02 0.02 -0.159
C -4.101 2.428 -0.977 0.02 0.00 0.00 -0.166
C -4.012 1.840 0.429 0.03 0.09 -0.09 0.240
O -3.874 0.475 0.454 0.01 0.14 -0.11 -0.735
N -2.889 2.493 1.170 -0.06 -0.17 0.41 -0.417
N -1.710 1.891 1.021 0.01 0.06 -0.13 -0.223
C -0.572 2.390 1.344 -0.02 0.04 0.01 -0.047
C 0.660 1.630 1.195 0.05 -0.09 -0.01 -0.102
Br 0.453 -0.174 0.534 0.04 0.12 -0.10 0.275
C 1.873 2.121 1.453 -0.02 -0.02 0.02 -0.190
C 3.179 1.448 1.361 -0.02 0.00 0.00 -0.100
C 3.386 0.143 1.810 0.02 0.01 0.01 -0.201
C 4.636 -0.447 1.698 -0.01 -0.01 0.01 -0.193
C 5.695 0.257 1.145 0.00 0.00 0.00 -0.203
C 5.505 1.564 0.718 0.00 0.00 0.00 -0.223
C 4.260 2.157 0.836 0.00 0.00 -0.02 -0.139
H -4.605 5.471 -0.259 0.00 0.00 0.00 0.486
H -4.547 5.420 -2.527 0.00 0.00 0.00 0.205
H -4.387 3.966 -4.520 0.00 0.00 0.00 0.214
H -4.047 1.525 -4.246 0.00 0.00 0.00 0.218
H -3.884 0.561 -1.963 0.00 0.01 -0.01 0.242
H -4.911 2.122 0.989 -0.02 0.00 -0.04 0.185
H -2.903 3.495 1.304 0.02 0.04 -0.16 0.392
H -0.498 3.394 1.754 -0.02 0.00 -0.02 0.200
H 1.898 3.169 1.738 0.00 -0.01 0.02 0.224
H 2.581 -0.411 2.274 -0.01 0.01 -0.01 0.223
H 4.780 -1.459 2.054 0.00 0.00 -0.01 0.219
H 6.669 -0.207 1.057 0.00 0.00 0.00 0.217
H 6.330 2.124 0.297 0.00 0.00 0.00 0.217
H 4.114 3.179 0.504 0.00 0.00 0.00 0.205
C 3.608 -4.320 0.635 0.02 0.01 -0.02 -0.631
C 2.208 -3.878 0.307 0.00 -0.01 0.03 0.004
C 1.220 -3.833 1.279 0.04 0.02 -0.02 -0.243
C -0.084 -3.436 0.990 0.00 -0.03 -0.03 -0.026
C -1.087 -3.397 2.110 -0.02 0.02 0.00 -0.644
C -0.413 -3.067 -0.323 0.05 0.06 -0.05 -0.303
Te -2.360 -2.307 -0.776 -0.07 -0.03 0.09 -0.003
C 0.573 -3.122 -1.324 0.01 0.00 0.03 0.070
C 0.285 -2.732 -2.748 0.02 0.00 0.02 -0.656
C 1.863 -3.523 -0.990 -0.04 0.01 -0.02 -0.270
H 3.769 -4.359 1.713 0.00 0.00 0.00 0.210
H 4.348 -3.643 0.202 -0.01 0.00 0.01 0.215
H 3.809 -5.315 0.233 -0.01 -0.01 0.01 0.221
H 1.468 -4.110 2.299 -0.01 0.00 0.00 0.201
H -0.617 -3.673 3.054 -0.01 -0.02 0.00 0.205
H -1.917 -4.078 1.915 -0.01 0.01 0.00 0.233
H -1.526 -2.402 2.210 0.00 0.00 0.02 0.233
H -0.037 -1.690 -2.805 -0.01 0.01 -0.03 0.230
H -0.525 -3.330 -3.167 -0.01 0.01 0.00 0.227
H 1.171 -2.864 -3.369 0.00 0.01 0.00 0.206
H 2.620 -3.550 -1.768 0.01 0.00 0.00 0.202

---

60
Properties=species:S:1:pos:R:3:forces:R:3:lowdin_spin:R:1 method="wB97M-V/def2-TZVPD" gap_ev="8.17 / 8.10" multiplicity=5 lumo_energy_ev="-6.1 / -6.1" charge=+2 de_lowest_kj_mol=19.7
Cr -0.350 -0.560 -1.178 0.01 0.07 0.26 3.853
C -2.235 1.618 -0.335 0.02 0.06 0.01 0.003
C -2.417 2.458 -1.422 0.02 0.03 0.02 0.012
C -2.955 1.961 -2.604 -0.01 -0.04 -0.02 0.004
C -3.317 0.625 -2.701 -0.05 0.04 -0.05 0.013
C -3.142 -0.223 -1.612 0.04 0.02 0.03 0.001
C -2.596 0.268 -0.424 0.07 -0.11 -0.09 0.008
H -1.859 2.005 0.605 0.01 0.00 -0.02 0.000
H -2.157 3.507 -1.348 0.00 -0.03 0.01 0.000
H -3.108 2.626 -3.446 0.00 -0.02 0.01 0.000
H -3.771 0.251 -3.611 0.01 0.01 0.01 0.001
H -3.477 -1.251 -1.664 -0.05 -0.01 -0.01 0.001
H -2.540 -0.360 0.459 -0.07 0.00 0.03 0.006
N -1.249 -3.039 -2.071 -0.03 -0.01 0.03 0.027
N -1.336 -2.918 -3.466 -0.05 -0.05 0.05 0.002
C -0.921 -1.795 -4.076 0.14 0.13 0.00 0.003
N -0.995 -1.701 -5.388 -0.05 -0.02 -0.08 0.002
N -0.444 -0.854 -3.246 -0.02 -0.13 0.05 0.005
N -0.052 0.378 -3.678 -0.18 0.20 -0.14 0.007
O -0.032 0.719 -4.831 0.04 -0.09 0.03 0.014
O 0.252 1.097 -2.719 0.09 -0.04 -0.07 0.027
H -0.560 -3.747 -1.834 0.01 0.01 -0.02 0.001
H -2.150 -3.333 -1.710 -0.01 0.00 -0.02 0.001
H -1.607 -3.718 -4.018 0.00 0.00 -0.01 0.001
H -1.383 -2.446 -5.946 0.01 0.00 0.00 0.000
H -0.672 -0.859 -5.845 0.01 0.01 0.02 0.000
Cl 1.753 -1.962 -1.122 0.11 -0.01 -0.09 0.014
C 2.163 -2.220 0.585 -0.02 0.02 0.10 0.003
C 3.004 -3.272 0.886 -0.02 0.02 -0.10 0.001
C 3.321 -3.488 2.220 0.00 0.00 0.10 -0.001
C 2.797 -2.667 3.210 0.03 -0.05 -0.03 0.000
C 1.961 -1.615 2.872 -0.04 0.05 -0.02 -0.001
C 1.633 -1.364 1.540 -0.01 -0.06 0.08 0.000
P 0.622 0.053 1.033 0.02 -0.09 -0.12 -0.006
C -0.407 0.461 2.454 0.04 0.01 -0.01 0.000
C -1.334 -0.483 2.903 0.00 0.06 0.03 -0.001
C -2.162 -0.180 3.970 -0.02 -0.04 -0.01 0.000
C -2.077 1.065 4.584 0.01 0.01 0.00 -0.002
C -1.157 2.003 4.140 0.00 0.00 0.00 0.000
C -0.316 1.704 3.075 0.00 0.00 0.03 -0.002
C 1.802 1.394 0.764 0.00 0.06 0.02 0.000
C 3.060 1.396 1.369 -0.05 0.03 -0.03 -0.001
C 3.923 2.461 1.158 0.03 -0.02 0.03 0.000
C 3.538 3.523 0.351 0.01 0.00 0.00 0.000
C 2.288 3.524 -0.253 -0.03 0.04 -0.04 0.000
C 1.422 2.462 -0.052 0.02 -0.05 0.05 0.001
H 3.403 -3.906 0.106 -0.01 0.01 0.01 0.000
H 3.976 -4.308 2.483 -0.01 0.02 -0.01 0.000
H 3.044 -2.844 4.248 0.00 -0.01 -0.01 0.000
H 1.555 -0.974 3.646 0.01 -0.01 -0.01 0.000
H -1.390 -1.461 2.435 -0.01 0.00 0.01 0.000
H -2.872 -0.914 4.328 0.01 0.02 0.00 0.000
H -2.728 1.300 5.416 0.01 0.00 -0.01 0.000
H -1.085 2.967 4.625 0.00 -0.02 0.00 0.000
H 0.413 2.430 2.737 -0.02 0.00 0.01 0.000
H 3.368 0.575 2.001 0.02 -0.01 0.01 0.000
H 4.898 2.461 1.627 -0.02 0.00 -0.01 0.000
H 4.217 4.350 0.187 -0.01 -0.01 0.01 0.000
H 1.992 4.352 -0.884 0.00 -0.02 0.01 0.000
H 0.450 2.467 -0.530 0.00 0.01 -0.02 0.001

---

58
Properties=species:S:1:pos:R:3:forces:R:3:nbo_charge:R:1 method="wB97M-V/def2-TZVPD" gap_ev=8.30 smiles="CCOc1ccc(CNC(=O)c2ccc(Sc3ccc(Cl)cc3)c(NC(C)=O)c2)cc1OC" lumo_energy_ev=0.3 de_lowest_kj_mol=12.5
C -3.833 -3.745 1.769 -0.37 0.24 -0.10 -0.638
C -5.250 -3.459 1.283 0.23 -0.63 0.04 -0.061
O -5.620 -2.102 1.453 -0.11 0.32 -0.21 -0.500
C -4.958 -1.097 0.811 0.03 0.18 0.12 0.242
C -5.019 0.135 1.455 0.01 -0.30 -0.09 -0.237
C -4.440 1.270 0.923 0.07 0.02 -0.19 -0.218
C -3.775 1.194 -0.288 -0.09 0.10 0.04 -0.041
C -3.075 2.383 -0.895 -0.08 -0.11 -0.10 -0.244
N -1.635 2.274 -0.747 -0.03 0.26 0.21 -0.596
C -0.853 1.746 -1.711 0.03 0.15 0.20 0.664
O -1.284 1.381 -2.791 -0.07 -0.17 -0.22 -0.635
C 0.601 1.638 -1.373 0.51 -0.12 -0.08 -0.111
C 1.361 0.719 -2.092 -0.15 -0.02 -0.04 -0.182
C 2.711 0.588 -1.842 -0.22 0.15 0.01 -0.202
C 3.313 1.361 -0.861 0.43 0.06 0.05 -0.224
S 5.066 1.187 -0.563 -0.13 0.10 -0.14 0.261
C 5.215 -0.558 -0.284 -0.07 0.14 0.12 -0.166
C 6.436 -1.155 -0.570 -0.19 0.14 0.02 -0.214
C 6.617 -2.505 -0.339 -0.06 -0.17 0.10 -0.215
C 5.570 -3.255 0.176 0.01 0.24 -0.05 -0.048
Cl 5.787 -4.945 0.458 0.03 -0.20 0.03 0.012
C 4.352 -2.662 0.470 0.07 -0.10 0.00 -0.206
C 4.176 -1.309 0.248 0.11 -0.05 0.00 -0.220
C 2.569 2.304 -0.140 -0.14 -0.31 -0.17 0.230
N 3.215 3.072 0.823 0.44 -0.08 -0.12 -0.638
C 2.683 3.967 1.710 0.37 0.05 0.18 0.690
C 3.741 4.577 2.602 -0.20 0.13 0.09 -0.713
O 1.508 4.243 1.781 -0.29 0.10 0.04 -0.603
C 1.210 2.434 -0.412 -0.26 0.04 -0.07 -0.249
C -3.709 -0.027 -0.947 -0.04 -0.11 -0.03 -0.313
C -4.294 -1.173 -0.431 0.00 -0.14 0.00 0.305
O -4.261 -2.381 -1.082 -0.24 0.23 0.46 -0.526
C -3.574 -2.466 -2.307 0.12 -0.03 -0.22 -0.251
H -3.107 -3.230 1.146 0.11 0.01 -0.05 0.211
H -3.715 -3.406 2.796 0.03 -0.01 0.10 0.210
H -3.639 -4.813 1.724 0.05 -0.13 -0.01 0.213
H -5.365 -3.770 0.241 -0.06 0.03 0.23 0.190
H -5.974 -4.000 1.898 0.10 0.04 -0.11 0.183
H -5.544 0.172 2.397 -0.06 -0.04 0.12 0.224
H -4.509 2.209 1.452 -0.01 0.13 0.06 0.209
H -3.405 3.310 -0.422 -0.01 -0.06 -0.08 0.206
H -3.273 2.428 -1.969 -0.02 0.11 0.17 0.238
H -1.258 2.429 0.174 0.08 -0.07 -0.09 0.403
H 0.879 0.128 -2.855 -0.06 -0.03 -0.07 0.239
H 3.307 -0.120 -2.399 0.05 -0.05 -0.04 0.229
H 7.239 -0.559 -0.975 0.10 0.03 -0.08 0.226
H 7.562 -2.975 -0.562 0.07 -0.08 -0.01 0.232
H 3.546 -3.252 0.877 -0.05 -0.09 0.04 0.230
H 3.230 -0.845 0.484 -0.05 0.01 0.02 0.233
H 4.212 2.894 0.885 -0.21 0.08 0.14 0.411
H 3.273 5.289 3.276 -0.01 -0.01 -0.02 0.244
H 4.489 5.088 2.001 0.09 0.03 -0.02 0.230
H 4.232 3.801 3.186 0.08 -0.05 0.04 0.231
H 0.661 3.186 0.128 -0.02 0.00 0.00 0.254
H -3.191 -0.058 -1.892 0.07 -0.05 -0.14 0.240
H -3.659 -3.508 -2.614 0.03 0.09 -0.03 0.198
H -4.028 -1.826 -3.069 0.04 0.00 0.03 0.182
H -2.516 -2.206 -2.198 -0.04 0.01 -0.01 0.180

---

54
Properties=species:S:1:pos:R:3:forces:R:3:mulliken_charge:R:1 method="wB97M-V/def2-TZVPD" gap_ev="4.91 / 4.94" lumo_energy_ev="1.7 / 1.7" charge=-1
C -0.546 1.248 -2.225 0.88 1.38 0.70 -0.487
C 0.858 1.192 -1.869 -1.26 0.98 0.56 -0.745
C 1.048 2.037 -0.706 -1.32 -0.19 -0.59 -0.366
C -0.231 2.588 -0.340 0.63 -0.51 -1.07 -0.517
C -1.208 2.123 -1.286 1.18 -0.34 -0.38 -0.628
La -0.648 -0.483 -0.030 -2.57 8.94 -0.51 0.403
N -2.514 -1.168 -1.208 0.75 -5.25 -1.45 -0.566
C 0.026 -2.587 -0.308 1.41 -5.86 -1.47 -0.078
C 1.238 -2.149 -0.980 0.07 -1.82 0.22 -0.902
H 2.002 2.339 -0.283 -0.16 -0.30 0.08 0.545
H 1.642 0.710 -2.444 -0.13 -0.01 0.16 0.471
H -0.396 3.355 0.421 0.03 -0.46 -0.17 0.399
H -2.230 2.499 -1.373 0.32 -0.44 0.17 0.401
H -1.000 0.803 -3.102 0.01 -0.10 0.27 0.379
H 1.264 -2.232 -2.147 -0.37 -0.31 2.33 0.225
H -0.362 -2.315 0.888 2.12 -2.96 -2.60 0.070
H -2.787 -2.266 -1.699 0.33 4.17 1.93 0.049
H 2.245 -2.460 -0.521 -1.30 1.78 -0.21 0.248
H -0.361 -3.512 -0.854 -0.64 1.55 1.30 0.386
O -0.443 -0.393 2.253 0.41 0.38 2.50 0.837
Si -0.185 0.032 3.826 -0.21 -0.30 -1.46 -1.099
C 0.066 -1.581 4.815 -0.24 0.23 -0.04 0.728
C -0.922 -2.561 4.640 0.11 -0.45 0.45 -0.349
C -0.818 -3.804 5.277 0.05 0.13 -0.09 -0.627
C 0.272 -4.089 6.103 0.01 0.34 -0.04 -0.459
C 1.261 -3.119 6.283 -0.08 0.20 -0.23 -0.587
C 1.168 -1.877 5.632 -0.36 -0.34 0.15 -0.205
C 1.344 1.078 4.170 0.07 -0.22 -0.30 0.248
C 1.633 1.472 5.483 0.38 0.36 -0.10 -0.001
C 2.748 2.276 5.760 -0.38 -0.36 -0.06 -0.779
C 3.582 2.693 4.722 -0.32 -0.07 0.02 -0.565
C 3.293 2.311 3.411 -0.04 -0.24 -0.13 -0.423
C 2.205 1.468 3.132 0.26 0.39 0.30 -0.434
C -1.678 1.066 4.439 0.14 -0.14 -0.37 0.611
C -2.943 0.522 4.167 -0.38 0.24 0.37 -0.438
C -4.111 1.166 4.589 0.12 -0.01 -0.10 -0.560
C -4.041 2.383 5.272 0.32 -0.16 -0.04 -0.439
C -2.793 2.983 5.459 0.23 -0.15 -0.23 -0.524
C -1.620 2.347 5.018 -0.37 -0.24 0.18 -0.186
H -1.803 -2.355 4.026 0.36 -0.08 0.09 0.123
H -1.592 -4.553 5.120 0.11 0.12 0.06 0.373
H 0.340 -5.049 6.624 -0.01 0.29 -0.23 0.339
H 2.114 -3.322 6.928 -0.14 0.01 -0.11 0.362
H 1.943 -1.124 5.791 -0.18 -0.28 -0.09 0.326
H 0.979 1.144 6.301 0.22 0.19 -0.26 0.539
H 2.939 2.565 6.791 0.11 0.00 -0.17 0.375
H 4.449 3.312 4.945 -0.18 -0.06 -0.12 0.367
H 3.923 2.674 2.597 -0.11 -0.20 0.20 0.388
H 2.028 1.117 2.106 -0.04 0.30 0.45 0.173
H -3.031 -0.420 3.616 0.06 0.31 0.20 0.200
H -5.082 0.724 4.361 0.21 0.07 0.12 0.371
H -4.947 2.859 5.658 0.27 -0.10 -0.23 0.343
H -2.727 3.963 5.930 -0.01 -0.18 -0.06 0.364
H -0.653 2.850 5.128 -0.37 -0.21 0.07 0.317

---

no.,energy (eV)
1,-113987.1458
2,-88093.1355
3,-60859.5803
4,-38601.8901